DFT (wB97M-V/def2-TZVPD) results for the ion C16H20F3O3S with charge -1.

XYZ file:
```
43
Properties=species:S:1:pos:R:3:lowdin_charge:R:1
C 1.22787 2.48423 0.73702 -0.090
C 1.81922 1.17515 1.21874 -0.249
C 2.09712 1.21386 2.77511 -0.385
C 3.44167 0.90080 3.36362 -0.026
O 1.15285 1.50956 3.51024 0.028
C 3.10857 0.80131 0.39025 -0.428
C 3.40702 1.61257 -0.83354 -0.034
O 3.82522 -0.14053 0.67956 0.029
H 0.79210 2.35231 -0.27027 0.083
H 0.36486 2.82150 1.32596 0.081
H 1.95576 3.30774 0.67100 0.075
H 3.91122 0.05551 2.86276 0.063
H 4.09545 1.77846 3.27790 0.088
H 3.33519 0.69670 4.44358 0.081
H 2.50897 1.66763 -1.45609 0.078
H 3.76950 2.62596 -0.60425 0.085
H 4.19797 1.12957 -1.41770 0.080
C -4.09172 -0.70095 -1.18387 -0.051
C -2.67810 -0.77765 -1.71453 -0.593
C -2.69698 -0.48319 -3.20186 -0.049
C -1.69964 0.14171 -0.97397 -0.288
C -0.36119 -0.09156 -1.35730 -0.132
C 0.59630 -0.24128 -0.38645 -0.205
C 0.36592 0.04670 0.99146 -0.240
C -0.98154 0.55572 1.30830 -0.115
C -1.95626 0.69693 0.33151 -0.090
O -2.11429 -2.12824 -1.55209 -0.359
S -1.20271 -2.36985 -0.00739 1.202
C -1.21808 -4.12248 -0.15391 -0.823
F -2.40035 -4.62277 0.33591 0.032
F -1.06933 -4.61803 -1.41776 0.072
F -0.18214 -4.60809 0.61933 0.039
H -4.52680 0.30226 -1.32254 0.091
H -4.78130 -1.39944 -1.67777 0.082
H -4.09117 -0.96729 -0.12748 0.079
H -3.01744 0.56028 -3.35683 0.093
H -1.71084 -0.61035 -3.66835 0.072
H -3.37315 -1.14433 -3.76625 0.080
H -0.11947 -0.29750 -2.39272 0.103
H 1.57602 -0.59611 -0.63515 0.103
H 0.88387 -0.54265 1.77701 0.129
H -1.20051 0.88856 2.35391 0.104
H -2.95963 1.13726 0.50491 0.106
```

- HOMO-LUMO gap: 5.39 eV
- Net charge: -1
- LUMO: 3.120 eV
- E: -1545.07962 Ha
- Multiplicity: 1
- Largest force on an atom: 2.9 eV Å⁻¹
- Energy above the lowest of the compared OMol25 structures with the same formula, charge and spin: 1.992 eV

=====

DFT (wB97M-V/def2-TZVPD) results for a structure of composition C16H20FNO3.

XYZ file:
```
41
Properties=species:S:1:pos:R:3:lowdin_charge:R:1
C -4.69198 0.25570 0.43107 0.004
H -5.23489 1.10217 0.99984 0.100
H -5.07968 0.45113 -0.73968 0.146
H -5.09320 -0.61591 0.65922 0.012
C -3.09647 0.51200 0.50454 -0.439
C -2.54372 -0.92297 -0.15158 -0.190
O -1.91812 -1.88466 0.46985 0.010
O -2.97525 -0.92007 -1.62808 -0.017
H -2.56683 -1.72375 -2.04866 0.120
C -2.71611 0.17663 2.01266 -0.163
C -1.25730 0.53144 1.96973 -0.146
H -0.46121 -0.12458 2.09432 0.080
H -1.16413 1.62975 2.91989 0.205
C -1.04351 1.32882 0.70392 -0.200
C 0.01011 0.66423 -0.17279 -0.419
O -0.20782 -0.15767 -0.93256 0.134
N 1.24546 0.77861 0.59172 0.146
C 2.46399 0.00649 0.16153 -0.198
C 2.35065 -0.90451 -1.09908 0.148
C 3.67945 -1.60428 -1.26035 0.056
C 4.85362 -1.15558 -0.66788 -0.389
C 4.86288 -0.50568 0.52683 0.063
C 3.55815 0.16891 0.77175 -0.062
H 3.58644 0.83265 1.72674 0.150
H 5.65421 -0.10241 0.72724 0.018
F 5.88455 -1.79489 -0.93248 0.163
H 3.75049 -2.04313 -2.03739 -0.005
H 1.50822 -1.19636 -1.66866 0.073
H 1.43211 1.21386 1.36825 0.041
H -0.57274 2.39307 0.96003 0.173
C -2.43011 1.53033 -0.02220 -0.567
C -2.32552 1.93825 -1.51135 0.027
H -1.91792 1.01840 -1.97279 0.082
H -1.78344 2.88808 -1.55927 0.104
H -3.33541 1.99762 -1.75959 0.063
C -3.14982 2.63716 0.64632 -0.073
H -4.07255 3.07215 0.17292 0.098
H -3.16564 2.53794 2.01096 0.190
H -2.46207 3.64876 0.50552 0.129
H -2.61996 -1.10180 2.27138 0.195
H -3.44798 0.64730 2.82034 0.139
```

- HOMO-LUMO gap: 9.06 eV
- LUMO: 0.462 eV
- E: -1001.59106 Ha
- Multiplicity: 1
- Largest force on an atom: 15.0 eV Å⁻¹
- Energy above the lowest of the compared OMol25 structures with the same formula, charge and spin: 11.278 eV

=====

DFT (wB97M-V/def2-TZVPD) results for a structure of composition C16H20FeI2N2OS4Sb2.

XYZ file:
```
48
Properties=species:S:1:pos:R:3:lowdin_spin:R:1
Fe -0.14886 0.88189 -0.20366 3.630
I -1.66874 -5.53290 3.56281 0.001
C -0.92974 -3.80467 2.63904 0.005
C 0.21337 -3.87516 1.85660 0.000
C 0.72234 -2.70543 1.32117 0.006
I 2.36367 -2.75424 0.02472 0.001
C 0.15463 -1.43688 1.56527 0.008
O 0.69925 -0.33786 1.13400 0.076
C -1.06190 -1.42786 2.28403 0.005
C -1.78935 -0.11871 2.37547 0.003
N -2.13706 0.34299 1.02132 0.037
C -3.00952 -0.55864 0.28455 0.006
C -2.34038 -1.20018 -0.91295 0.005
C -2.92810 -2.30110 -1.52627 0.001
C -2.36155 -2.81930 -2.67338 0.000
C -1.20920 -2.23061 -3.17515 0.001
C -0.68127 -1.14946 -2.49993 0.001
N -1.23710 -0.63849 -1.39620 0.028
C -1.58324 -2.59494 2.82096 -0.001
H 0.68696 -4.82661 1.65786 0.000
H -2.67717 -0.23032 3.00810 0.001
H -1.14505 0.64677 2.81092 0.001
H -2.54159 1.26926 1.07041 0.007
H -3.38842 -1.35503 0.93002 0.001
H -3.87458 -0.00704 -0.09230 0.001
H -3.82909 -2.73144 -1.10652 0.000
H -2.81282 -3.66578 -3.17547 0.000
H -0.72714 -2.60207 -4.06871 0.000
H 0.21663 -0.65232 -2.84512 0.000
H -2.50945 -2.55479 3.38305 0.000
S 0.24572 6.44871 -1.73153 0.000
Sb -0.71601 5.92014 0.28173 0.005
S -0.54591 3.09510 0.36905 0.466
S -1.53258 2.71123 -1.33509 0.559
S 0.99657 6.00466 1.82635 0.094
C 4.28389 0.78815 -1.53384 0.017
Sb 2.32889 1.48109 -0.98236 0.026
C 2.63095 3.45604 -1.72621 0.009
C 2.91083 1.86135 1.04330 -0.002
H 5.01057 1.45945 -1.07749 0.002
H 4.39643 0.81302 -2.61855 0.000
H 4.44954 -0.23105 -1.18303 0.000
H 3.28849 3.99223 -1.04481 0.001
H 1.69149 4.00691 -1.80695 0.001
H 3.08905 3.39750 -2.71499 0.000
H 3.67012 2.64201 1.06534 0.000
H 3.29082 0.93725 1.47891 0.000
H 2.04562 2.18713 1.61555 0.001
```

- HOMO-LUMO gap (spin up / spin down): 5.44 / 4.46 eV
- Net charge: -1
- LUMO (spin up / spin down): 1.741 / 0.774 eV
- E: -4738.90436 Ha
- Multiplicity: 6
- Largest force on an atom: 1.4 eV Å⁻¹